# 1
{
  "formula": "C31H50BrN5P2Pd",
  "method": "ωB97M-V/def2-TZVPD",
  "spin_multiplicity": 5,
  "gap_ev": [6.7, 4.6],
  "total_charge": 4,
  "lumo_energy_ev": [-11.69, -13.90],
  "elements": ["C", "C", "C", "C", "N", "C", "C", "C", "C", "C", "C", "C", "C", "C", "Pd", "P", "H", "H", "H", "H", "H", "H", "H", "H", "C", "C", "H", "H", "H", "H", "H", "C", "C", "H", "H", "H", "H", "H", "C", "C", "H", "H", "H", "H", "H", "Br", "P", "C", "C", "H", "H", "H", "H", "H", "C", "C", "H", "H", "H", "H", "H", "C", "C", "H", "H", "H", "H", "H", "C", "N", "C", "N", "C", "N", "C", "N", "C", "C", "H", "H", "H", "H", "H", "H", "H", "H", "H", "H", "H", "H"],
  "xyz": [[-0.363, 5.086, -3.837], [-0.621, 3.817, -4.480], [-0.832, 3.878, -5.872], [-1.052, 5.102, -6.499], [-0.953, 6.260, -5.842], [-0.591, 6.266, -4.551], [-0.678, 2.594, -3.785], [-0.721, 1.926, -2.699], [-1.529, 1.883, -1.468], [-0.983, 1.356, -0.307], [-1.815, 0.922, 0.766], [-3.144, 1.376, 0.842], [-3.672, 1.999, -0.323], [-2.893, 2.223, -1.459], [-0.184, 0.097, -2.475], [2.258, -1.057, 0.321], [-0.859, 2.959, -6.455], [-0.012, 5.142, -2.811], [-1.327, 5.144, -7.556], [-0.491, 7.242, -4.075], [-3.275, 2.588, -2.428], [0.099, 1.377, -0.270], [-4.732, 2.204, -0.389], [-1.379, 0.236, 1.492], [1.963, -2.706, 1.076], [2.848, -3.897, 0.741], [0.919, -2.951, 0.836], [1.994, -2.547, 2.161], [2.665, -4.697, 1.466], [2.638, -4.333, -0.240], [3.916, -3.672, 0.793], [2.868, -1.556, -1.379], [3.592, -0.449, -2.146], [2.011, -1.844, -2.021], [3.498, -2.449, -1.194], [3.683, -0.786, -3.186], [2.976, 0.464, -2.134], [4.585, -0.211, -1.743], [3.846, -0.471, 1.095], [5.093, -1.337, 0.924], [3.666, -0.289, 2.166], [4.042, 0.524, 0.670], [5.990, -0.758, 1.182], [5.083, -2.194, 1.603], [5.218, -1.695, -0.103], [-4.295, 1.019, 2.229], [-1.184, -1.614, -1.376], [-0.372, -3.078, -2.246], [-0.769, -4.512, -1.924], [0.709, -2.898, -2.236], [-0.682, -2.914, -3.289], [0.066, -5.152, -2.209], [-1.029, -4.718, -0.874], [-1.605, -4.783, -2.593], [-2.116, -2.623, 0.139], [-3.124, -3.686, -0.267], [-2.561, -1.834, 0.753], [-1.301, -3.081, 0.709], [-3.428, -4.302, 0.598], [-4.050, -3.325, -0.746], [-2.721, -4.428, -0.964], [-2.708, -1.298, -2.314], [-2.810, -1.877, -3.719], [-2.813, -0.193, -2.355], [-3.511, -1.712, -1.691], [-2.892, -1.080, -4.466], [-1.976, -2.524, -4.014], [-3.727, -2.476, -3.766], [0.489, 2.126, 3.032], [-0.025, 0.745, 3.262], [-1.254, 0.788, 4.071], [-1.033, 1.429, 5.392], [-0.512, 2.821, 5.105], [0.767, 2.805, 4.316], [1.776, 1.965, 5.058], [1.320, 0.566, 5.312], [0.995, -0.042, 3.981], [0.030, 0.612, 6.093], [-0.270, 2.707, 2.480], [1.424, 2.073, 2.442], [-1.619, -0.239, 4.236], [-2.019, 1.365, 3.534], [-0.281, 3.303, 6.066], [-1.297, 3.361, 4.534], [2.714, 1.933, 4.458], [1.892, 2.445, 6.040], [0.621, -1.070, 4.140], [1.926, -0.069, 3.386], [0.277, 1.118, 7.042], [-0.368, -0.416, 6.233]],
  "forces_ev_per_a": [[-0.636, -1.153, -0.909], [0.734, 2.317, -1.533], [-0.189, -0.032, 0.802], [-0.368, 1.204, -1.677], [0.774, -3.898, 2.094], [-0.057, 1.588, 0.019], [0.544, -2.292, 3.728], [-1.644, 5.450, -2.549], [-0.346, 0.255, 0.288], [-0.446, -0.430, 0.704], [0.032, 0.715, -0.056], [1.181, -0.372, -2.339], [0.389, 0.140, -0.530], [-0.154, -0.328, -0.502], [1.385, -1.788, 0.077], [3.228, -2.515, -0.733], [-0.256, 0.340, -0.082], [-0.242, 0.152, -0.163], [0.122, 0.009, 0.162], [0.095, -0.148, -0.040], [-0.333, -0.143, 0.883], [0.186, -0.628, 0.441], [-0.019, 0.247, 0.210], [-0.144, 0.620, 0.113], [-1.532, 0.468, 0.880], [0.682, -0.508, -0.513], [0.094, -0.083, 0.144], [-0.114, 0.106, -0.093], [-0.124, 0.280, -0.004], [-0.021, 0.209, 0.052], [-0.219, -0.043, -0.034], [-0.867, 0.775, -0.535], [-0.031, 0.095, 0.051], [0.533, -0.082, 0.689], [-0.408, 0.392, 0.014], [0.212, 0.245, 0.250], [0.266, -0.113, -0.139], [-0.289, -0.060, -0.188], [-0.577, 1.625, 0.489], [0.247, -0.809, -0.131], [-0.032, -0.102, -0.271], [-0.102, -0.133, 0.017], [-0.379, 0.117, -0.075], [-0.033, 0.158, -0.193], [0.082, 0.063, 0.264], [-0.422, -0.290, 0.544], [-1.465, -4.149, 0.575], [0.010, 1.040, -0.299], [0.206, -0.455, -0.181], [-0.394, -0.434, 0.183], [0.718, 0.023, 0.334], [-0.023, -0.100, 0.035], [0.527, 0.039, -0.636], [0.242, -0.100, 0.565], [1.219, 1.177, 0.140], [-0.678, -0.570, -0.934], [0.014, -0.155, -0.047], [-0.097, 0.149, -0.011], [0.155, 0.607, 0.018], [0.363, 0.115, 0.471], [-0.409, 0.525, 0.342], [-0.519, 0.716, -0.105], [-0.449, -0.090, -0.567], [-0.332, -0.684, 0.163], [0.120, 0.491, -0.197], [0.014, -0.232, 0.076], [-0.606, 0.268, -0.112], [0.263, 0.094, -0.247], [-0.312, 0.099, 0.346], [0.785, 0.218, 0.338], [-1.218, -0.302, -0.150], [4.122, -0.124, -2.428], [-0.225, 1.001, 0.741], [-0.666, -2.132, 0.033], [-0.585, 0.311, 0.419], [-1.890, 0.746, -1.642], [0.097, 0.033, 0.695], [0.139, -0.103, 1.482], [0.315, -0.271, 0.150], [-0.466, 0.025, 0.275], [0.108, 0.374, -0.062], [0.248, -0.189, 0.217], [-0.360, -0.059, -0.343], [0.558, -0.229, 0.475], [-0.572, 0.139, 0.626], [0.486, -0.133, -0.384], [0.199, 0.438, -0.064], [-0.444, -0.001, 0.266], [-0.371, -0.462, -0.244], [0.372, 0.730, 0.060]],
  "lowdin_charge": [0.074, -0.174, 0.052, 0.010, 0.322, 0.000, 0.093, -0.200, -0.309, -0.123, -0.138, -0.684, -0.060, -0.007, 0.634, 1.168, 0.149, 0.141, 0.171, 0.164, 0.146, 0.087, 0.121, 0.082, -0.372, -0.098, 0.055, 0.083, 0.110, 0.088, 0.066, -0.373, -0.125, 0.036, 0.096, 0.100, 0.065, 0.083, -0.364, -0.097, 0.067, 0.089, 0.113, 0.085, 0.076, 0.938, 0.967, -0.382, -0.118, 0.027, 0.049, 0.094, 0.064, 0.102, -0.276, -0.124, 0.056, 0.054, 0.116, 0.091, 0.045, -0.392, -0.101, 0.060, 0.068, 0.087, 0.050, 0.101, -0.149, -0.102, -0.160, 0.130, -0.069, -0.033, -0.097, -0.019, -0.149, -0.069, 0.133, 0.136, 0.151, 0.060, 0.152, 0.156, 0.152, 0.145, 0.141, 0.101, 0.154, 0.157]
}

# 2
{
  "formula": "C31H50ClIrP",
  "method": "ωB97M-V/def2-TZVPD",
  "spin_multiplicity": 6,
  "gap_ev": [6.5, 6.7],
  "lumo_energy_ev": [0.48, -1.50],
  "elements": ["Ir", "Cl", "P", "C", "H", "H", "C", "C", "C", "H", "C", "H", "H", "C", "H", "H", "C", "H", "H", "C", "H", "H", "H", "H", "C", "C", "H", "C", "H", "H", "C", "H", "H", "C", "H", "H", "C", "H", "H", "H", "H", "C", "H", "C", "H", "H", "C", "H", "H", "C", "H", "H", "C", "H", "H", "H", "H", "C", "C", "H", "C", "H", "C", "H", "H", "C", "H", "H", "C", "H", "H", "H", "H", "C", "C", "C", "C", "C", "C", "H", "H", "H", "H", "H"],
  "xyz": [[-1.169, 0.413, 0.188], [-1.121, 1.285, 2.359], [-0.818, -0.587, -1.885], [3.209, -0.150, -0.754], [2.764, -0.812, -1.527], [2.605, -0.397, 0.195], [-2.643, -0.292, -2.144], [-0.540, -2.488, -2.049], [-3.231, -0.350, -3.563], [-3.145, -1.092, -1.589], [-4.761, -0.214, -3.414], [-2.859, 0.472, -4.194], [-3.006, -1.286, -4.108], [-5.187, 0.988, -2.548], [-5.251, -0.136, -4.393], [-5.132, -1.130, -2.928], [-4.423, 1.156, -1.244], [-5.058, 1.918, -3.120], [-6.246, 0.921, -2.289], [-2.931, 1.061, -1.526], [-4.597, 2.121, -0.753], [-4.657, 0.380, -0.501], [-2.596, 1.847, -2.216], [-2.480, 1.310, -0.491], [-0.064, 0.017, -3.565], [0.874, -2.884, -2.476], [-0.662, -2.797, -0.998], [1.106, -4.403, -2.393], [1.079, -2.552, -3.503], [1.598, -2.349, -1.854], [0.016, -5.221, -3.092], [2.081, -4.654, -2.827], [1.163, -4.698, -1.334], [-1.400, -4.770, -2.730], [0.152, -5.149, -4.180], [0.148, -6.280, -2.850], [-1.589, -3.255, -2.868], [-2.128, -5.302, -3.357], [-1.619, -5.055, -1.686], [-1.508, -2.983, -3.931], [-2.604, -3.001, -2.547], [-0.378, 1.460, -3.871], [1.016, -0.063, -3.314], [0.560, 2.040, -4.954], [-1.416, 1.583, -4.172], [-0.280, 2.068, -2.975], [0.579, 1.204, -6.226], [0.255, 3.072, -5.157], [1.577, 2.115, -4.523], [0.693, -0.295, -5.983], [-0.330, 1.414, -6.785], [1.399, 1.556, -6.854], [-0.241, -0.802, -4.853], [0.483, -0.820, -6.928], [1.738, -0.547, -5.724], [-1.264, -0.720, -5.226], [-0.063, -1.872, -4.744], [0.162, 1.667, -0.394], [3.422, 1.170, -0.893], [0.611, 1.656, -1.473], [3.682, 1.890, 0.404], [2.744, 1.841, -1.656], [2.734, 2.029, 1.646], [4.488, 1.236, 0.749], [4.028, 2.857, 0.084], [1.576, 3.076, 1.455], [2.350, 1.018, 1.893], [3.369, 2.398, 2.479], [0.770, 2.928, 0.138], [0.931, 2.993, 2.396], [2.002, 4.110, 1.516], [-0.184, 3.378, 0.339], [1.298, 3.518, -0.683], [-1.621, -3.843, 2.284], [-0.324, -3.293, 2.219], [-0.040, -2.134, 1.515], [-1.116, -1.443, 0.940], [-2.398, -1.968, 0.982], [-2.630, -3.176, 1.605], [-1.834, -4.722, 2.853], [0.453, -3.808, 2.763], [0.976, -1.759, 1.434], [-3.211, -1.374, 0.575], [-3.641, -3.572, 1.593]],
  "forces_ev_per_a": [[2.264, -0.782, 2.372], [-0.460, -0.177, -0.183], [-1.412, -1.699, -2.384], [-3.337, -6.990, 1.076], [1.239, 0.359, 0.097], [0.555, 0.294, -1.088], [0.846, -0.978, -1.156], [-0.339, 0.443, 0.688], [-0.786, 0.141, -0.232], [0.054, 0.141, 0.246], [-0.094, -0.012, 0.290], [-0.132, -0.286, 0.318], [-0.032, 0.397, 0.476], [-0.331, 0.346, -0.028], [0.105, -0.092, 0.188], [0.017, 0.087, -0.166], [0.545, 0.127, 0.112], [-0.040, -0.170, -0.011], [-0.075, -0.040, -0.321], [-0.912, 0.245, 0.033], [-0.402, -0.111, -0.220], [-0.146, 0.054, -0.206], [0.017, -0.004, 0.334], [-1.038, 0.429, -1.101], [1.011, -0.294, 1.174], [0.274, 0.210, -0.221], [0.041, -0.070, -0.280], [-0.005, 0.053, 0.358], [-0.041, -0.149, 0.256], [0.002, -0.257, 0.038], [0.055, 0.050, -0.196], [-0.118, 0.105, 0.073], [-0.108, 0.082, -0.146], [0.055, -0.123, 0.379], [-0.039, 0.100, 0.069], [-0.040, 0.093, -0.013], [-0.054, 0.087, -0.309], [0.100, 0.154, 0.113], [0.076, 0.085, -0.222], [-0.091, -0.096, 0.262], [0.083, 0.024, -0.011], [0.372, 0.935, -0.097], [-0.211, 0.268, -0.148], [0.115, -0.055, 0.740], [-0.005, -0.081, -0.247], [0.000, 0.106, -0.002], [-0.023, 0.344, -0.027], [0.037, -0.142, -0.127], [-0.311, -0.161, -0.135], [0.412, -0.096, 0.405], [-0.272, -0.050, -0.100], [0.045, -0.102, -0.132], [-0.290, -0.297, -0.714], [-0.044, -0.006, 0.374], [-0.295, 0.084, 0.012], [-0.024, 0.100, 0.127], [-0.013, 0.252, 0.132], [5.061, 1.922, -3.672], [-1.457, 7.876, -1.183], [-1.115, -0.589, 1.819], [0.997, -0.493, -0.575], [1.247, -1.810, 1.592], [-0.545, 0.449, -0.905], [0.650, 0.543, 0.581], [0.469, 0.684, 0.449], [0.240, -0.769, 1.392], [-0.024, 0.616, 0.058], [-0.319, -0.474, -0.430], [-0.148, 0.897, 0.309], [0.602, 0.040, -1.499], [-0.200, -0.758, -0.334], [-0.501, 1.598, 0.286], [-0.669, -0.822, 0.967], [0.709, 1.219, -0.737], [-0.479, -0.772, 0.345], [-0.727, 0.224, -0.215], [-0.231, -0.987, 0.302], [0.273, -0.147, 0.180], [-0.693, -0.500, 0.415], [0.046, -0.424, 0.148], [0.273, -0.008, -0.039], [-0.107, 0.030, 0.132], [-0.172, -0.356, -0.045], [0.018, -0.062, 0.138]],
  "lowdin_charge": [0.899, 0.028, 1.067, -0.024, 0.037, 0.077, -0.457, -0.371, -0.196, 0.093, -0.178, 0.096, 0.101, -0.192, 0.112, 0.116, -0.192, 0.118, 0.110, -0.292, 0.122, 0.117, 0.124, 0.006, -0.367, -0.202, 0.086, -0.183, 0.096, 0.083, -0.204, 0.111, 0.116, -0.190, 0.113, 0.108, -0.200, 0.112, 0.119, 0.099, 0.103, -0.229, 0.109, -0.180, 0.093, 0.079, -0.210, 0.113, 0.117, -0.180, 0.110, 0.109, -0.196, 0.115, 0.118, 0.101, 0.077, -0.409, -0.219, 0.003, -0.233, 0.129, -0.181, 0.105, 0.097, -0.234, 0.093, 0.108, -0.332, 0.068, 0.108, 0.071, 0.118, -0.082, -0.087, -0.121, -0.449, -0.171, -0.098, 0.091, 0.097, 0.088, 0.075, 0.102]
}

Calculated values (eV/A) of strongest force on any atom for the records, taken in order: 6.2; 8.1.
Calculated values (eV) of E_tot for the records, taken in order: -132458.764; -57599.004.